This record from OMol25 describes a molecular structure, C13H38AlO7S6 in a non-equilibrium geometry. The level of theory is ωB97M-V/def2-TZVPD.

```
65
Properties=species:S:1:pos:R:3:forces:R:3
C -0.003606 2.723669 -1.684307 0.496 -0.572 0.008
Al 0.331801 1.502230 -0.114436 -0.269 0.988 -0.266
S 0.592032 -0.674961 -0.795160 0.334 -0.072 0.123
C 1.981674 2.009286 1.006647 -0.288 -0.673 0.513
C 1.821418 1.557961 2.423585 1.726 0.432 -1.807
O 0.821336 1.559291 3.050405 -1.881 -0.041 1.599
O 2.997293 1.108337 3.010873 -0.014 -0.873 -0.320
H -0.891074 2.380389 -2.203495 -0.288 -0.133 0.009
H 0.797581 2.649345 -2.427963 0.177 0.251 0.004
H -0.172757 3.758732 -1.398443 0.148 0.189 0.092
H -0.961022 1.539795 0.837409 -0.211 -0.228 0.141
H 1.719303 -0.674509 -1.525165 -0.074 0.174 0.095
H 2.845636 1.473492 0.616954 0.307 0.409 -0.142
H 2.155751 3.081684 1.055208 -0.008 0.244 -0.330
H 2.765109 0.229068 3.359036 0.223 0.204 0.610
C 5.470967 -2.909097 5.417494 -0.027 -0.163 0.035
S 4.874127 -1.703306 4.221258 0.113 0.197 -0.084
O 3.392444 -1.675542 4.328131 -0.009 -0.076 0.023
C 5.281411 -2.666555 2.759162 0.010 -0.110 -0.085
H 5.272399 -2.522235 6.414919 -0.028 0.063 -0.035
H 4.946983 -3.855660 5.280797 -0.036 0.030 -0.030
H 6.544537 -3.046928 5.286385 -0.001 0.038 -0.016
H 4.767072 -3.627319 2.795985 -0.045 0.031 0.044
H 6.360987 -2.813643 2.711928 0.002 0.041 0.018
H 4.950262 -2.106757 1.886245 -0.040 0.063 0.056
C 3.193063 -4.454226 -1.878833 -0.067 -0.143 0.087
S 3.209663 -3.334905 -3.289792 -0.224 -0.117 -0.081
O 3.091886 -1.964588 -2.745645 0.417 0.270 0.018
C 1.566720 -3.740670 -3.878890 -0.006 -0.247 -0.015
H 4.118927 -4.313086 -1.324160 0.022 0.053 -0.048
H 2.342713 -4.220667 -1.237115 -0.007 0.094 -0.049
H 3.132393 -5.484263 -2.233026 0.014 0.007 -0.021
H 0.848046 -3.530794 -3.090341 0.000 0.036 -0.011
H 1.517745 -4.791524 -4.166833 -0.010 -0.002 -0.003
H 1.344474 -3.118458 -4.742373 0.053 0.059 0.035
C -4.762451 2.702921 -1.001399 -0.137 0.124 0.043
S -4.324782 1.198472 -1.888191 -0.060 0.045 0.114
O -2.855278 1.182911 -2.002543 -0.082 -0.218 -0.154
C -4.981665 1.725738 -3.483170 -0.109 0.102 -0.086
H -4.399251 2.606744 0.020436 0.088 -0.061 -0.036
H -4.285912 3.560369 -1.477543 0.084 -0.064 -0.015
H -5.847816 2.821149 -0.997254 0.003 -0.035 -0.004
H -4.494654 2.650940 -3.792666 0.060 -0.021 0.053
H -6.060351 1.871266 -3.403945 0.007 -0.019 0.015
H -4.772065 0.942229 -4.208956 0.047 -0.037 0.052
C -1.163958 4.086693 3.335754 0.061 -0.033 0.118
S -2.154840 4.447316 1.887951 -0.025 -0.224 -0.065
O -1.226162 4.760563 0.778210 -0.020 0.290 0.019
C -2.804510 6.027524 2.475370 -0.009 0.102 0.119
H -0.637408 3.148766 3.154385 -0.029 -0.025 -0.106
H -0.443885 4.890969 3.495739 -0.027 0.032 -0.069
H -1.816927 3.980579 4.204101 -0.035 0.000 -0.031
H -1.979819 6.707888 2.691831 0.036 -0.043 -0.028
H -3.405127 5.862755 3.371184 -0.003 -0.015 -0.004
H -3.430141 6.450246 1.690788 0.024 -0.057 -0.039
C -3.940416 -3.018857 -2.841291 -0.111 -0.120 0.025
S -2.205906 -2.587452 -3.065321 0.065 0.380 0.155
O -1.585221 -3.689820 -3.860618 -0.080 -0.236 0.046
C -1.725880 -2.813944 -1.351669 -0.134 -0.516 -0.056
H -4.428927 -2.975865 -3.813107 0.046 0.016 -0.037
H -4.021434 -4.027999 -2.435010 0.052 -0.003 -0.003
H -4.405404 -2.299500 -2.166942 0.044 0.045 0.005
H -1.950829 -3.835942 -1.039630 -0.145 -0.064 -0.118
H -2.260555 -2.096336 -0.730338 0.113 0.126 -0.044
H -0.655720 -2.623914 -1.272597 -0.235 0.104 -0.039
```
Positions in Å, forces in eV/Å.

Calculated values
Largest force on an atom = 2.54 eV/A
LUMO = 2.17 eV
Charge = -1
Gap between HOMO and LUMO = 6.323 eV

Löwdin population analysis, charges in e, atoms 1 to 2: C -0.231; Al 0.024

***

This record from OMol25 describes a single C2H9N2O3P molecule in a non-equilibrium geometry. The level of theory is ωB97M-V/def2-TZVPD.

```
17
Properties=species:S:1:pos:R:3:forces:R:3
C -1.469375 -1.907137 0.709496 0.645 2.682 0.372
O -0.582977 -1.360501 -0.314294 -0.364 -0.478 0.255
P 0.029522 0.049165 -0.021420 -4.399 5.841 1.874
O -1.144843 1.402899 0.217326 5.254 -5.947 -1.268
N 0.973085 -0.085737 1.376674 1.278 0.639 -0.138
N 0.800858 0.648392 2.620480 -0.252 3.485 -2.702
O 1.068965 0.090761 -1.209658 -0.504 -0.244 -0.256
C 1.340266 1.332250 -1.909818 0.443 -0.607 0.123
H -2.286101 -2.307913 0.171536 -0.668 -0.912 -0.082
H -1.802205 -1.056174 1.330095 -0.444 -0.209 -0.401
H -0.909803 -2.473336 1.416209 0.353 -1.260 -0.054
H 1.972540 -0.000977 1.093237 -1.084 -0.293 0.473
H 0.291229 1.629420 2.413638 1.283 -3.011 0.416
H 0.219929 0.120769 3.196495 -1.263 -0.990 1.010
H 1.062462 1.286509 -2.973594 -0.197 -0.337 0.497
H 2.439659 1.394150 -1.862778 -0.563 0.750 0.136
H 0.726135 2.049156 -1.378812 0.480 0.890 -0.255
```
Positions in Å, forces in eV/Å.

Calculated values
Largest force on an atom = 8.04 eV/A
LUMO = 0.75 eV
Energy relative to the best compared isomer or geometry (same formula, charge and spin) = 59.19 kcal per mole
Gap between HOMO and LUMO = 10.232 eV
SMILES string = COP(=O)(NN)OC

Löwdin population analysis, charges in e, atoms 1 to 2: C -0.066; O -0.250

***

This record from OMol25 describes a single C2HN3O3 molecule in a non-equilibrium geometry. The level of theory is ωB97M-V/def2-TZVPD.

```
9
Properties=species:S:1:pos:R:3:forces:R:3
C -1.067501 0.945931 0.196143 0.830 0.203 -0.386
C -0.649010 -1.368121 0.161237 -3.890 -4.451 0.144
N -2.418943 0.531161 0.392300 -0.804 3.072 1.388
N -2.714360 -0.773242 0.431674 3.446 -3.337 0.755
N -0.177042 -0.182790 0.048830 1.558 1.804 0.354
O -0.740201 2.087826 0.183249 0.150 -0.843 0.021
O -0.343905 -2.521097 0.116319 -0.175 2.417 0.262
O -2.947511 -0.092026 -0.754470 -0.305 0.290 -2.200
H 0.854930 -0.157881 0.099148 -0.809 0.846 -0.337
```
Positions in Å, forces in eV/Å.

Calculated values
Largest force on an atom = 5.91 eV/A
LUMO (spin up / spin down) = -0.40 / -0.40 eV
Energy relative to the best compared isomer or geometry (same formula, charge and spin) = 173.58 kcal per mole
Gap between HOMO and LUMO (spin up / spin down) = 8.853 / 8.855 eV

Löwdin population analysis, charges in e, atoms 1 to 2: C -0.405; C -0.267

***

This record from OMol25 describes 2 unconnected molecules or ions with the total composition C2H7ClSSi in a non-equilibrium geometry. The level of theory is ωB97M-V/def2-TZVPD.

```
12
Properties=species:S:1:pos:R:3:forces:R:3
C 0.603400 -0.291536 1.803188 3.493 -1.696 -5.214
Si 0.645574 0.580258 0.214514 0.216 -1.596 2.206
C 1.645174 0.522797 -1.402500 -2.429 -6.077 0.182
Cl -0.706404 2.041087 -0.161444 -0.323 0.401 0.230
H 1.177799 -1.256217 2.082047 -0.603 1.812 -1.050
H 0.047577 -0.030156 2.581824 -2.686 1.577 2.898
H 1.983615 1.444045 -1.596164 1.534 3.381 -0.784
H 2.464967 -0.294886 -1.294988 -1.326 1.578 -0.528
H 0.840092 0.218252 -2.263512 2.090 0.635 2.052
S -3.511877 -0.792132 -0.253376 2.444 -1.350 -0.258
H -2.868911 -0.584595 0.914691 -0.346 0.172 -0.059
H -2.321003 -1.556917 -0.624280 -2.064 1.162 0.325
```
Positions in Å, forces in eV/Å.

Calculated values
Largest force on an atom = 6.55 eV/A
LUMO = 0.31 eV
Energy relative to the best compared isomer or geometry (same formula, charge and spin) = 86.36 kcal per mole
Gap between HOMO and LUMO = 8.575 eV
SMILES string = C=[Si](C)Cl.S

Löwdin population analysis, charges in e, atoms 1 to 2: C -0.243; Si 0.245